[1]
{"formula": "C10H16N3O", "method": "ωB97M-V/def2-TZVPD", "total_energy_ha": -629.760123, "e_homo_ev": -13.21, "multiplicity": 1, "relative_energy_kcal_mol": 86.8, "orbital_gap_ha": 0.303, "total_charge": 1, "smiles": "COCCCC[n+]1cc(C)[nH]c1C#N", "species": ["C", "O", "C", "C", "C", "C", "N", "C", "C", "C", "N", "C", "C", "N", "H", "H", "H", "H", "H", "H", "H", "H", "H", "H", "H", "H", "H", "H", "H", "H"], "coordinates": [[-3.597943, 0.137324, 1.011276], [-2.332919, 0.141802, 0.324919], [-2.468623, -1.025791, -0.540637], [-1.167879, -1.399004, -1.205648], [-0.135968, -2.132627, -0.204037], [0.409066, -1.223420, 0.968620], [1.147320, -0.137422, 0.517608], [0.727213, 1.100817, 0.342648], [1.735873, 1.903421, -0.109869], [1.833539, 3.340057, -0.536123], [2.866285, 1.198552, -0.172367], [2.795357, -0.125632, -0.025901], [3.660238, -1.159549, 0.221759], [4.263004, -2.095721, 0.422132], [-3.675132, 1.025298, 1.601483], [-3.486716, -0.650288, 1.723684], [-4.410120, 0.090207, 0.203428], [-2.581902, -1.929911, 0.101356], [-3.376147, -0.776921, -1.189733], [-1.351179, -2.091464, -2.050852], [-0.733221, -0.510458, -1.582029], [-0.495283, -3.054934, 0.204351], [0.883319, -2.173643, -0.801265], [1.083490, -1.863638, 1.479106], [-0.475775, -0.862273, 1.497483], [-0.264294, 1.182479, 0.561536], [2.051527, 4.104855, 0.191716], [2.580804, 3.420879, -1.377859], [0.846278, 3.816910, -0.953406], [3.669779, 1.750106, -0.623368]], "forces_ev_per_angstrom": [[0.3, 0.8, -1.2], [-0.3, -1.0, -0.8], [0.0, -0.1, 0.5], [0.5, -1.3, 0.8], [2.2, 3.1, -2.3], [-2.3, -2.1, -0.9], [6.3, 1.1, -2.4], [1.9, -1.5, -0.2], [-0.2, 2.2, 0.2], [-1.7, 1.3, -2.1], [2.3, 0.3, -2.1], [-6.5, 1.6, 2.4], [-0.9, 1.4, -0.4], [1.5, -2.2, 0.5], [-0.1, 0.8, 0.0], [-1.0, -1.0, 0.3], [0.7, -0.2, 1.7], [-1.2, 0.6, -0.2], [1.4, -1.0, 0.4], [0.1, 0.4, 0.4], [0.8, 0.9, -0.7], [0.0, -0.6, 0.0], [-2.2, -1.1, 0.7], [0.3, -0.5, 1.2], [0.5, 0.0, 0.6], [-2.7, 1.3, 0.3], [0.6, -0.3, 0.8], [-0.8, 0.0, 0.9], [1.6, -1.5, 0.5], [-1.0, -1.6, 1.1]], "nbo_charge": [-0.2548, -0.5900, -0.0839, -0.4351, -0.3701, -0.2664, -0.2094, 0.0315, 0.1517, -0.6779, -0.4096, 0.2651, 0.1346, -0.1273, 0.1981, 0.1819, 0.1897, 0.1710, 0.2048, 0.2452, 0.2006, 0.2338, 0.2064, 0.2356, 0.2536, 0.2748, 0.2634, 0.2336, 0.2733, 0.4757]}



[2]
{"formula": "C10H16N4", "method": "ωB97M-V/def2-TZVPD", "total_energy_ha": -609.028417, "e_homo_ev": -15.42, "multiplicity": 1, "relative_energy_kcal_mol": 0.0, "orbital_gap_ha": 0.222, "total_charge": 2, "species": ["C", "C", "C", "C", "C", "C", "C", "C", "C", "C", "N", "N", "N", "N", "H", "H", "H", "H", "H", "H", "H", "H", "H", "H", "H", "H", "H", "H", "H", "H"], "coordinates": [[2.607251, -1.642483, -0.166016], [-3.087561, -0.261085, 1.218568], [1.310304, -1.213059, -0.296697], [-2.148618, 0.714507, 1.237177], [2.576722, 0.531601, -0.178535], [-2.211861, -0.182754, -0.779315], [-0.167727, 2.758946, 0.304007], [4.816893, -0.507956, 0.037851], [-3.998329, -1.849243, -0.469849], [-0.643772, 1.634355, -0.480395], [3.385885, -0.533945, -0.092128], [-3.110502, -0.804977, -0.043528], [1.324460, 0.135751, -0.300842], [-1.594174, 0.773766, -0.030823], [3.000054, -2.637964, -0.122344], [-3.733891, -0.603300, 2.005226], [0.414357, -1.792303, -0.381121], [-1.859267, 1.362307, 2.040230], [2.904893, 1.550845, -0.153476], [-2.001656, -0.380911, -1.815674], [0.173884, 2.480788, 1.303858], [-0.995280, 3.465582, 0.468055], [0.617551, 3.297107, -0.220051], [5.183880, -1.521092, 0.191357], [5.275721, -0.101459, -0.865134], [5.113571, 0.109069, 0.886277], [-3.450933, -2.645014, -0.975774], [-4.519576, -2.265189, 0.390282], [-4.742349, -1.457611, -1.167952], [-0.439941, 1.585710, -1.543245]], "forces_ev_per_angstrom": [[-0.7, -0.4, -0.1], [0.5, 0.8, 0.7], [0.7, -0.5, 0.1], [-0.6, -0.3, 0.7], [-0.1, 0.0, 0.0], [-0.3, -0.4, -0.4], [0.1, 0.4, 0.4], [1.1, 0.1, 0.0], [-1.0, -1.1, -0.7], [1.4, -1.2, -0.2], [-0.6, 0.2, 0.0], [1.2, 1.0, -0.4], [-1.4, 1.8, -0.1], [-0.3, -0.1, 0.0], [0.2, -0.1, 0.0], [-0.1, -0.1, 0.1], [-0.2, -0.2, 0.0], [0.1, 0.1, 0.1], [0.2, 0.2, 0.0], [0.0, 0.0, -0.1], [0.0, -0.1, -0.1], [-0.1, 0.0, -0.2], [0.0, -0.1, 0.0], [-0.1, 0.1, 0.0], [-0.1, -0.1, 0.1], [-0.1, -0.1, 0.0], [0.1, 0.1, 0.1], [0.1, 0.1, 0.0], [0.1, 0.1, 0.1], [-0.1, 0.0, 0.0]], "nbo_charge": [-0.0290, 0.0066, -0.1147, -0.0255, 0.1804, 0.3161, -0.7477, -0.4178, -0.4375, 0.4627, -0.2901, -0.2340, -0.4587, -0.3763, 0.2506, 0.2836, 0.2101, 0.2783, 0.2226, 0.2713, 0.2905, 0.3093, 0.2911, 0.2426, 0.2358, 0.2347, 0.2579, 0.2614, 0.2628, 0.2629]}



[3]
{"formula": "C10H16N4O4", "method": "ωB97M-V/def2-TZVPD", "total_energy_ha": -910.436767, "e_homo_ev": -8.85, "multiplicity": 1, "relative_energy_kcal_mol": 170.8, "orbital_gap_ha": 0.344, "smiles": "C[C@@H](O)[C@H](N)C(=O)N[C@@H](Cc1c[nH]cn1)C(=O)O", "species": ["C", "C", "O", "C", "N", "C", "O", "N", "C", "C", "C", "C", "N", "C", "N", "C", "O", "O", "H", "H", "H", "H", "H", "H", "H", "H", "H", "H", "H", "H", "H", "H", "H", "H"], "coordinates": [[2.092688, 1.931556, -0.689860], [3.274282, 1.108755, -0.104609], [4.048765, 1.889501, 0.613226], [2.621346, -0.139475, 0.499251], [3.932168, -0.847317, 0.620940], [1.709779, -0.996249, -0.554179], [2.495755, -1.571108, -1.307578], [0.337607, -1.292163, -0.727771], [-0.775645, -0.679418, -0.111646], [-2.122319, -0.901452, -0.785880], [-3.155576, -0.151039, -0.269975], [-3.331507, 0.816289, 0.648749], [-4.711264, 1.074951, 0.678766], [-5.268124, 0.478412, -0.359566], [-4.435898, -0.264864, -0.968824], [-0.806442, -1.058886, 1.354427], [-1.308974, -0.333047, 2.173368], [0.024865, -2.135026, 1.495899], [2.377831, 2.690826, -1.667166], [1.505449, 2.500870, 0.012153], [1.401044, 1.439844, -1.390125], [3.792510, 0.704491, -0.994415], [4.738440, 1.376846, 1.291482], [1.991104, 0.077195, 1.371356], [3.926586, -1.648018, 1.296114], [4.768773, -1.014990, -0.183326], [0.275857, -2.199686, -1.449218], [-0.743497, 0.575595, -0.122481], [-2.545554, -1.844547, -0.598832], [-2.269506, -0.859117, -1.964395], [-2.573998, 1.248573, 1.250811], [-5.190197, 1.650766, 1.196212], [-6.173500, 0.751209, -0.716431], [0.097137, -2.379283, 0.463511]], "forces_ev_per_angstrom": [[0.8, 2.5, -4.1], [-4.4, -0.7, -4.5], [4.1, 0.4, 5.1], [1.5, -1.0, -1.2], [1.8, -2.4, 1.7], [2.9, -0.5, -1.5], [-2.0, -0.1, -0.1], [1.5, -2.6, -3.2], [-1.3, 4.4, -0.8], [2.0, -1.8, -3.5], [-6.0, 3.8, -0.4], [-0.7, -0.6, 0.4], [4.0, -1.8, -2.1], [2.2, -0.8, 0.4], [2.4, -1.9, -0.7], [1.4, 0.5, 0.0], [0.6, -1.5, 0.4], [-1.8, -0.1, -0.7], [0.1, -1.3, 3.2], [0.0, 0.2, 0.4], [0.0, -1.1, 0.9], [0.0, 0.1, 0.1], [-3.0, 1.4, -3.0], [1.0, -0.3, 0.5], [0.1, 1.0, -1.2], [-4.2, 0.9, 2.6], [-0.1, 3.6, 2.1], [0.6, -3.2, 0.0], [0.3, -2.3, 0.2], [1.3, 0.2, 2.2], [-0.2, 0.4, 0.8], [-2.5, 4.0, 3.7], [-3.0, 0.4, -0.8], [0.6, 0.2, 3.0]], "nbo_charge": [-0.6429, 0.1153, -0.7056, -0.1243, -0.9014, 0.6727, -0.6042, -0.7020, -0.1746, -0.4470, 0.0627, -0.0962, -0.5091, 0.1916, -0.4733, 0.7658, -0.5664, -0.6781, 0.2081, 0.2140, 0.2156, 0.1464, 0.5018, 0.2271, 0.3770, 0.4331, 0.4439, 0.2383, 0.2381, 0.2588, 0.2426, 0.3910, 0.1880, 0.4931]}



What did the first record say?
{"formula": "C10H16N3O", "method": "ωB97M-V/def2-TZVPD", "total_energy_ha": -629.760123, "e_homo_ev": -13.21, "multiplicity": 1, "relative_energy_kcal_mol": 86.8, "orbital_gap_ha": 0.303, "total_charge": 1, "smiles": "COCCCC[n+]1cc(C)[nH]c1C#N", "species": ["C", "O", "C", "C", "C", "C", "N", "C", "C", "C", "N", "C", "C", "N", "H", "H", "H", "H", "H", "H", "H", "H", "H", "H", "H", "H", "H", "H", "H", "H"], "coordinates": [[-3.597943, 0.137324, 1.011276], [-2.332919, 0.141802, 0.324919], [-2.468623, -1.025791, -0.540637], [-1.167879, -1.399004, -1.205648], [-0.135968, -2.132627, -0.204037], [0.409066, -1.223420, 0.968620], [1.147320, -0.137422, 0.517608], [0.727213, 1.100817, 0.342648], [1.735873, 1.903421, -0.109869], [1.833539, 3.340057, -0.536123], [2.866285, 1.198552, -0.172367], [2.795357, -0.125632, -0.025901], [3.660238, -1.159549, 0.221759], [4.263004, -2.095721, 0.422132], [-3.675132, 1.025298, 1.601483], [-3.486716, -0.650288, 1.723684], [-4.410120, 0.090207, 0.203428], [-2.581902, -1.929911, 0.101356], [-3.376147, -0.776921, -1.189733], [-1.351179, -2.091464, -2.050852], [-0.733221, -0.510458, -1.582029], [-0.495283, -3.054934, 0.204351], [0.883319, -2.173643, -0.801265], [1.083490, -1.863638, 1.479106], [-0.475775, -0.862273, 1.497483], [-0.264294, 1.182479, 0.561536], [2.051527, 4.104855, 0.191716], [2.580804, 3.420879, -1.377859], [0.846278, 3.816910, -0.953406], [3.669779, 1.750106, -0.623368]], "forces_ev_per_angstrom": [[0.3, 0.8, -1.2], [-0.3, -1.0, -0.8], [0.0, -0.1, 0.5], [0.5, -1.3, 0.8], [2.2, 3.1, -2.3], [-2.3, -2.1, -0.9], [6.3, 1.1, -2.4], [1.9, -1.5, -0.2], [-0.2, 2.2, 0.2], [-1.7, 1.3, -2.1], [2.3, 0.3, -2.1], [-6.5, 1.6, 2.4], [-0.9, 1.4, -0.4], [1.5, -2.2, 0.5], [-0.1, 0.8, 0.0], [-1.0, -1.0, 0.3], [0.7, -0.2, 1.7], [-1.2, 0.6, -0.2], [1.4, -1.0, 0.4], [0.1, 0.4, 0.4], [0.8, 0.9, -0.7], [0.0, -0.6, 0.0], [-2.2, -1.1, 0.7], [0.3, -0.5, 1.2], [0.5, 0.0, 0.6], [-2.7, 1.3, 0.3], [0.6, -0.3, 0.8], [-0.8, 0.0, 0.9], [1.6, -1.5, 0.5], [-1.0, -1.6, 1.1]], "nbo_charge": [-0.2548, -0.5900, -0.0839, -0.4351, -0.3701, -0.2664, -0.2094, 0.0315, 0.1517, -0.6779, -0.4096, 0.2651, 0.1346, -0.1273, 0.1981, 0.1819, 0.1897, 0.1710, 0.2048, 0.2452, 0.2006, 0.2338, 0.2064, 0.2356, 0.2536, 0.2748, 0.2634, 0.2336, 0.2733, 0.4757]}



Question: What is the multiplicity in the first record?
Answer: 1



Question: Which value of multiplicity does entry 1 give?
Answer: 1